No. 1
The following is a quantum chemistry calculation of a single C17H19NO5S molecule, from OMol25.

Each atom is followed by the atoms it is bonded to, with distances in Å.
CARTESIAN COORDINATES (ANGSTROEM)
1 C -5.60 -1.85 -0.95  C2 1.518, H41 1.087, H42 1.086, H43 1.087
2 C -4.95 -1.29 0.29  C1 1.518, H3 1.095, H4 1.095, O5 1.432
3 H -4.32 -2.04 0.78  C2 1.095
4 H -5.68 -0.92 1.01  C2 1.095
5 O -4.09 -0.20 -0.09  C2 1.432, C6 1.322
6 C -4.02 0.85 0.71  O5 1.322, O7 1.203, C8 1.531
7 O -4.61 0.99 1.75  C6 1.203
8 C -3.07 1.91 0.15  C6 1.531, O9 1.404, H39 1.095, H40 1.098
9 O -2.20 1.44 -0.86  C8 1.404, C10 1.357
10 C -1.32 0.46 -0.55  O9 1.357, C11 1.394, C15 1.398
11 C -1.12 -0.07 0.72  C10 1.394, C12 1.384, H38 1.079
12 C -0.18 -1.07 0.90  C11 1.384, C13 1.379, H37 1.079
13 C 0.56 -1.53 -0.17  C12 1.379, C14 1.383, S18 1.787
14 C 0.37 -1.01 -1.43  C13 1.383, C15 1.378, H17 1.078
15 C -0.56 -0.02 -1.63  C10 1.398, C14 1.378, H16 1.078
16 H -0.73 0.40 -2.60  C15 1.078
17 H 0.96 -1.41 -2.25  C14 1.078
18 S 1.81 -2.77 0.13  C13 1.787, O19 1.430, O20 1.433, N21 1.681
19 O 2.38 -3.18 -1.11  S18 1.430
20 O 1.32 -3.77 1.03  S18 1.433
21 N 2.95 -1.92 1.03  S18 1.681, C22 1.395, H36 1.008
22 C 3.31 -0.62 0.68  N21 1.395, C23 1.390, C27 1.392
23 C 3.48 0.36 1.64  C22 1.390, C24 1.383, H35 1.081
24 C 3.83 1.65 1.26  C23 1.383, C25 1.388, H34 1.081
25 C 4.00 1.98 -0.07  C24 1.388, C26 1.391, C30 1.499
26 C 3.83 0.98 -1.03  C25 1.391, C27 1.381, H29 1.080
27 C 3.49 -0.30 -0.67  C22 1.392, C26 1.381, H28 1.077
28 H 3.38 -1.08 -1.40  C27 1.077
29 H 3.97 1.22 -2.07  C26 1.080
30 C 4.39 3.37 -0.48  C25 1.499, H31 1.087, H32 1.090, H33 1.088
31 H 4.19 4.08 0.32  C30 1.087
32 H 5.45 3.41 -0.72  C30 1.090
33 H 3.83 3.68 -1.37  C30 1.088
34 H 3.96 2.40 2.02  C24 1.081
35 H 3.34 0.12 2.68  C23 1.081
36 H 2.83 -2.08 2.02  N21 1.008
37 H -0.02 -1.51 1.88  C12 1.079
38 H -1.69 0.27 1.56  C11 1.079
39 H -3.68 2.68 -0.33  C8 1.095
40 H -2.52 2.37 0.98  C8 1.098
41 H -6.23 -1.10 -1.43  C1 1.087
42 H -6.22 -2.71 -0.68  C1 1.086
43 H -4.84 -2.18 -1.66  C1 1.087

* gap between HOMO and LUMO: 9.1 eV
* structure (SMILES): CCOC(=O)COc1ccc(S(=O)(=O)Nc2ccc(C)cc2)cc1
* relative energy (zero: lowest compared OMol25 entry of this formula, charge and spin): 29.2 kcal per mole
* total charge: 0
* HOMO: -8.51 eV
* calculated total energy: -1488.3449 hartree
* lowest unoccupied orbital energy: 0.58 eV

No. 2
The following is a quantum chemistry calculation of 2 unconnected molecules or ions with the total composition C4H8OS, from OMol25.

Each atom is followed by the atoms it is bonded to, with distances in Å.
CARTESIAN COORDINATES (ANGSTROEM)
1 C 0.39 1.78 -0.74  C2 1.303, S6 1.844, H7 1.140
2 C -0.30 1.76 0.36  C1 1.303, H8 1.117, H9 1.130
3 C -0.13 -1.85 0.40  C4 1.275, H10 1.104, H11 1.042
4 C -1.39 -1.64 0.40  C3 1.275, H12 1.069, H13 1.109
5 O 2.36 0.15 0.24  S6 1.468
6 S 1.95 0.82 -1.00  C1 1.844, O5 1.468, H14 1.530
7 H 0.48 2.53 -1.60  C1 1.140
8 H -0.04 1.10 1.22  C2 1.117
9 H -1.32 2.17 0.61  C2 1.130
10 H 0.53 -1.10 -0.06  C3 1.104
11 H 0.30 -2.50 1.09  C3 1.042
12 H -1.73 -0.72 -0.03  C4 1.069
13 H -2.06 -2.40 0.85  C4 1.109
14 H 0.97 -0.10 -1.73  S6 1.530

* gap between HOMO and LUMO: 10.1 eV
* relative energy (zero: lowest compared OMol25 entry of this formula, charge and spin): 96.7 kcal per mole
* total charge: 0
* HOMO: -9.56 eV
* calculated total energy: -630.4808 hartree
* lowest unoccupied orbital energy: 0.54 eV

No. 3
The following is a quantum chemistry calculation of 2 unconnected molecules or ions with the total composition C13H23F3NO4S3, from OMol25.

Each atom is followed by the atoms it is bonded to, with distances in Å.
CARTESIAN COORDINATES (ANGSTROEM)
1 C -0.43 -3.97 5.44  S2 1.877, H16 1.182, H17 1.184, H18 1.190
2 S -0.87 -5.15 4.06  C1 1.877, O3 1.722, C4 1.885
3 O -1.51 -6.56 4.81  S2 1.722, H19 1.020
4 C -2.29 -4.42 3.05  S2 1.885, C5 1.656, H20 1.177, H21 1.171
5 C -2.18 -2.77 3.08  C4 1.656, C6 1.643, H22 1.176, H23 1.189
6 C -3.21 -2.00 2.06  C5 1.643, S7 1.878, H24 1.187, H25 1.172
7 S -2.48 -1.57 0.38  C6 1.878, C8 1.908
8 C -1.45 0.01 0.65  S7 1.908, S9 1.700, N10 1.512
9 S -2.29 1.49 0.79  C8 1.700
10 N 0.05 -0.19 0.73  C8 1.512, C11 1.515, C15 1.512
11 C 0.76 0.94 1.45  N10 1.515, C12 1.672, H26 1.193, H27 1.174
12 C 2.36 0.49 1.51  C11 1.672, O13 1.470, H28 1.177, H29 1.194
13 O 3.01 0.49 0.19  C12 1.470, C14 1.470
14 C 2.05 0.44 -0.92  O13 1.470, C15 1.638, H30 1.194, H31 1.186
15 C 0.68 -0.43 -0.62  N10 1.512, C14 1.638, H32 1.188, H33 1.172
16 H -1.39 -3.80 6.11  C1 1.182
17 H -0.06 -2.91 5.05  C1 1.184
18 H 0.46 -4.43 6.09  C1 1.190
19 H -1.28 -6.41 5.80  O3 1.020
20 H -3.29 -4.79 3.54  C4 1.177
21 H -2.25 -4.73 1.92  C4 1.171
22 H -1.05 -2.46 2.93  C5 1.176
23 H -2.47 -2.41 4.18  C5 1.189
24 H -3.57 -1.00 2.57  C6 1.187
25 H -4.16 -2.67 1.91  C6 1.172
26 H 0.39 0.96 2.58  C11 1.193
27 H 0.60 2.00 0.97  C11 1.174
28 H 2.95 1.11 2.32  C12 1.177
29 H 2.33 -0.65 1.86  C12 1.194
30 H 2.60 -0.12 -1.81  C14 1.194
31 H 1.75 1.50 -1.35  C14 1.186
32 H 1.00 -1.57 -0.65  C15 1.188
33 H -0.04 -0.25 -1.52  C15 1.172
34 C 0.42 5.97 -5.01  C35 1.518, H43 1.095, H44 1.094, H45 1.094
35 C -0.16 4.60 -5.28  C34 1.518, O36 1.436, H46 1.094, H47 1.097
36 O 0.88 3.65 -5.56  C35 1.436, C37 1.371
37 C 1.50 3.10 -4.47  O36 1.371, O38 1.228, C39 1.528
38 O 1.21 3.38 -3.31  C37 1.228
39 C 2.55 2.08 -4.91  C37 1.528, F40 1.364, F41 1.364, F42 1.363
40 F 3.32 2.52 -5.94  C39 1.364
41 F 1.98 0.91 -5.33  C39 1.364
42 F 3.42 1.74 -3.91  C39 1.363
43 H 1.07 6.29 -5.83  C34 1.095
44 H -0.37 6.71 -4.87  C34 1.094
45 H 1.04 5.96 -4.11  C34 1.094
46 H -0.80 4.64 -6.17  C35 1.094
47 H -0.79 4.26 -4.45  C35 1.097

* gap between HOMO and LUMO: 6.7 eV
* relative energy (zero: lowest compared OMol25 entry of this formula, charge and spin): 116.5 kcal per mole
* total charge: +1
* HOMO: -11.09 eV
* calculated total energy: -2358.5308 hartree
* lowest unoccupied orbital energy: -4.34 eV

No. 4
The following is a quantum chemistry calculation of a single C12H13NO molecule, from OMol25.

Each atom is followed by the atoms it is bonded to, with distances in Å.
CARTESIAN COORDINATES (ANGSTROEM)
1 C 0.87 1.58 -0.60  C9 1.370, N13 1.133
2 C -1.26 1.46 2.07  C3 1.406, C4 1.352, H15 1.079
3 C -2.27 0.51 1.84  C2 1.406, C5 1.322, H16 1.075
4 C 0.04 1.24 1.79  C2 1.352, C6 1.485, H17 1.050
5 C -2.00 -0.71 1.40  C3 1.322, C7 1.569, H18 1.035
6 C 0.38 -0.09 1.22  C4 1.485, C7 1.565, C8 1.484, C9 1.645
7 C -0.56 -1.26 1.69  C5 1.569, C6 1.565, O14 1.216
8 C 1.81 -0.25 0.85  C6 1.484, C9 1.515, H19 1.098, H20 1.077
9 C 0.94 0.24 -0.29  C1 1.370, C6 1.645, C8 1.515, C12 1.484
10 C -0.88 -0.66 -1.80  C12 1.548, H21 1.074, H22 1.027, H23 1.026
11 C 1.55 -0.45 -2.50  C12 1.529, H24 1.050, H25 1.060, H26 1.157
12 C 0.59 -0.74 -1.34  C9 1.484, C10 1.548, C11 1.529, H27 1.026
13 N 0.75 2.69 -0.79  C1 1.133
14 O -0.44 -2.10 2.56  C7 1.216
15 H -1.58 2.43 2.40  C2 1.079
16 H -3.25 0.93 1.69  C3 1.075
17 H 0.83 1.93 1.73  C4 1.050
18 H -2.75 -1.32 1.03  C5 1.035
19 H 2.56 0.43 1.26  C8 1.098
20 H 2.18 -1.26 0.74  C8 1.077
21 H -0.87 -1.25 -2.70  C10 1.074
22 H -1.20 0.26 -2.15  C10 1.027
23 H -1.47 -0.91 -1.00  C10 1.026
24 H 2.52 -0.40 -2.12  C11 1.050
25 H 1.37 0.58 -2.68  C11 1.060
26 H 1.45 -1.20 -3.37  C11 1.157
27 H 0.69 -1.68 -0.93  C12 1.026

* gap between HOMO and LUMO: 8.8 eV
* structure (SMILES): CC(C)[C@]1(C#N)C[C@@]12C=CC=CC2=O
* relative energy (zero: lowest compared OMol25 entry of this formula, charge and spin): 88.9 kcal per mole
* total charge: 0
* HOMO: -8.87 eV
* calculated total energy: -594.9118 hartree
* lowest unoccupied orbital energy: -0.11 eV

No. 5
The following is a quantum chemistry calculation of a single C6H7IN2O2S molecule, from OMol25.

Each atom is followed by the atoms it is bonded to, with distances in Å.
CARTESIAN COORDINATES (ANGSTROEM)
1 C -2.15 0.99 -1.02  C2 1.428, C3 1.445, H13 1.022
2 C -1.18 1.60 -0.17  C1 1.428, C4 1.404, H14 1.018
3 C -2.13 -0.45 -1.19  C1 1.445, C5 1.438, H15 1.089
4 C -0.20 0.77 0.41  C2 1.404, C6 1.345, H16 1.132
5 C -1.14 -1.21 -0.47  C3 1.438, C6 1.414, H17 1.131
6 C -0.21 -0.58 0.39  C4 1.345, C5 1.414, O10 1.316
7 N 2.90 -2.84 0.81  S11 1.526, H18 0.990
8 N 3.72 1.30 0.74  I12 1.912, H19 1.000
9 O 1.40 -2.36 -1.18  S11 1.422
10 O 0.76 -1.25 0.96  C6 1.316, S11 1.662
11 S 1.97 -1.91 0.04  N7 1.526, O9 1.422, O10 1.662, I12 2.575
12 I 2.98 0.33 -0.73  N8 1.912, S11 2.575
13 H -2.98 1.38 -1.47  C1 1.022
14 H -1.23 2.61 -0.10  C2 1.018
15 H -2.96 -0.95 -1.68  C3 1.089
16 H 0.57 1.16 1.14  C4 1.132
17 H -1.36 -2.31 -0.35  C5 1.131
18 H 3.29 -2.56 1.67  N7 0.990
19 H 4.58 0.88 1.03  N8 1.000

* gap between HOMO and LUMO (spin up / spin down): 7.4 / 7.4 eV
* relative energy (zero: lowest compared OMol25 entry of this formula, charge and spin): 87.8 kcal per mole
* total charge: 0
* HOMO (spin up / spin down): -8.72 / -8.72 eV
* calculated total energy: -1188.4899 hartree
* lowest unoccupied orbital energy (spin up / spin down): -1.33 / -1.33 eV

No. 6
The following is a quantum chemistry calculation of a single C2HClN2O molecule, from OMol25.

Each atom is followed by the atoms it is bonded to, with distances in Å.
CARTESIAN COORDINATES (ANGSTROEM)
1 C -0.54 -0.64 0.09  C2 1.421, O5 1.266, H7 0.997
2 C 0.61 0.00 -0.45  C1 1.421, N3 1.400, Cl6 1.682
3 N 0.49 1.31 0.03  C2 1.400, N4 1.235
4 N -0.54 1.38 0.71  N3 1.235, O5 1.353
5 O -1.16 0.18 0.83  C1 1.266, N4 1.353
6 Cl 1.78 -0.61 -1.48  C2 1.682
7 H -0.64 -1.61 0.28  C1 0.997

* gap between HOMO and LUMO: 10.6 eV
* structure (SMILES): Clc1conn1
* relative energy (zero: lowest compared OMol25 entry of this formula, charge and spin): 57.1 kcal per mole
* total charge: 0
* HOMO: -9.93 eV
* calculated total energy: -721.6626 hartree
* lowest unoccupied orbital energy: 0.64 eV